Formula: C24H58N2
Source: the OMol25 dataset
Level of theory: the ωB97M-V functional and the def2-TZVPD basis

Output
Maximum force, eV Å⁻¹: 11.21
SMILES string: CCN(CC)CC.CCN(CC)CC.CCCCCC.CCCCCC
HOMO-LUMO gap, eV: 9.00
Spin multiplicity: 1

Positions of all 84 atoms, in Å:
C  1.710  -1.074  1.379
C  2.499  -2.022  0.502
N  3.225  -1.363  -0.602
C  4.373  -2.014  -1.192
C  3.847  -3.324  -1.942
C  2.321  -0.787  -1.624
C  2.882  0.287  -2.504
H  0.789  -0.868  1.010
H  2.272  -0.342  1.802
H  1.341  -1.444  2.485
H  1.926  -2.842  0.085
H  3.281  -2.416  1.268
H  5.157  -2.152  -0.443
H  4.898  -1.407  -1.880
H  3.281  -3.940  -1.243
H  4.557  -3.912  -2.223
H  3.069  -3.218  -2.807
H  1.133  -0.533  -1.184
H  1.872  -1.462  -2.222
H  1.987  0.695  -2.897
H  3.549  -0.107  -3.382
H  3.209  1.177  -1.950
C  -1.813  0.328  -2.336
C  -0.893  1.565  -2.660
N  -1.536  2.803  -2.100
C  -0.589  3.810  -1.871
C  0.265  3.609  -0.686
C  -2.680  3.227  -2.889
C  -3.762  3.983  -2.163
H  -2.848  0.445  -2.755
H  -1.708  0.106  -1.181
H  -1.241  -0.293  -2.853
H  -1.043  1.640  -3.761
H  -0.009  1.544  -2.338
H  -1.134  4.679  -1.753
H  0.267  3.761  -2.669
H  -0.107  3.163  0.268
H  0.803  4.532  -0.558
H  1.244  2.963  -1.048
H  -3.103  2.296  -3.304
H  -2.215  3.682  -3.736
H  -3.202  4.737  -1.659
H  -4.196  3.334  -1.435
H  -4.333  4.488  -2.832
C  0.758  -5.435  -2.239
C  0.160  -5.046  -0.898
C  -0.810  -3.855  -0.955
C  -1.287  -3.579  0.449
C  -2.275  -2.272  0.517
C  -3.022  -2.187  1.773
H  1.142  -4.588  -2.649
H  0.004  -5.881  -2.965
H  1.372  -6.382  -2.011
H  0.960  -5.029  -0.172
H  -0.440  -5.928  -0.549
H  -1.696  -3.835  -1.725
H  -0.232  -3.147  -1.369
H  -0.472  -3.419  1.095
H  -1.865  -4.426  0.499
H  -2.641  -2.026  -0.351
H  -1.551  -1.386  0.787
H  -2.321  -2.433  2.566
H  -3.790  -2.926  1.995
H  -3.660  -1.422  1.975
C  2.192  2.999  4.917
C  0.974  3.133  3.991
C  0.349  1.701  3.974
C  -0.742  1.498  2.792
C  -2.045  2.432  3.190
C  -3.056  2.514  2.037
H  2.970  2.267  4.715
H  1.950  2.824  5.880
H  2.609  4.075  5.087
H  1.339  3.281  2.983
H  0.216  3.836  4.409
H  -0.138  1.486  5.023
H  1.191  0.899  3.698
H  -1.272  0.479  2.834
H  -0.168  1.658  1.894
H  -1.811  3.398  3.426
H  -2.643  1.947  4.051
H  -2.478  2.977  1.178
H  -3.967  3.148  2.398
H  -3.170  1.339  1.635

Formula: C24H58N2
Source: the OMol25 dataset
Level of theory: the ωB97M-V functional and the def2-TZVPD basis

Output
Maximum force, eV Å⁻¹: 8.09
SMILES string: CCN(CC)CC.CCN(CC)CC.CCCCCC.CCCCCC
HOMO-LUMO gap, eV: 8.58
Spin multiplicity: 1

Positions of all 84 atoms, in Å:
C  1.911  -0.470  -2.700
C  0.920  -1.054  -3.863
N  -0.411  -1.295  -3.382
C  -1.279  -0.107  -3.083
C  -1.288  0.919  -4.218
C  -1.150  -2.253  -4.263
C  -2.234  -3.111  -3.505
H  1.893  -1.284  -2.026
H  1.576  0.322  -2.000
H  2.902  -0.291  -3.024
H  1.331  -1.917  -4.216
H  0.923  -0.350  -4.663
H  -0.921  0.283  -2.051
H  -2.406  -0.380  -2.654
H  -1.708  0.727  -5.267
H  -0.462  1.514  -4.478
H  -1.997  1.586  -3.950
H  -0.410  -2.975  -4.587
H  -1.654  -1.993  -5.107
H  -2.891  -2.635  -3.009
H  -1.661  -3.613  -2.687
H  -2.604  -3.750  -4.189
C  -0.607  -1.745  0.088
C  -0.754  -2.392  1.433
N  -1.999  -3.292  1.427
C  -2.018  -4.511  0.606
C  -1.044  -5.456  1.156
C  -2.443  -3.401  2.916
C  -3.920  -3.782  2.974
H  -1.452  -1.093  -0.344
H  -0.356  -2.393  -0.692
H  0.171  -1.063  0.071
H  -0.849  -1.685  2.116
H  0.044  -3.068  1.549
H  -1.677  -4.134  -0.518
H  -3.150  -4.783  0.477
H  0.047  -5.170  0.966
H  -1.223  -6.439  0.807
H  -0.830  -5.875  2.236
H  -2.253  -2.524  3.531
H  -1.847  -4.185  3.292
H  -4.135  -4.688  2.584
H  -4.696  -2.975  2.553
H  -4.157  -3.913  4.121
C  -3.012  1.041  1.616
C  -1.935  1.827  2.157
C  -1.573  1.623  3.619
C  -0.438  2.490  4.140
C  -0.117  2.339  5.682
C  0.993  3.103  6.217
H  -3.889  1.003  2.204
H  -2.411  0.052  1.497
H  -3.294  1.343  0.629
H  -2.144  2.814  2.046
H  -1.005  1.880  1.572
H  -1.282  0.646  3.579
H  -2.534  1.640  4.341
H  -0.721  3.485  3.519
H  0.573  2.172  3.739
H  -0.023  1.309  5.940
H  -1.081  2.826  6.218
H  0.813  4.119  6.233
H  1.795  2.690  5.753
H  1.177  3.016  7.165
C  0.624  2.843  -0.431
C  1.612  3.252  -1.433
C  2.964  2.521  -1.205
C  4.090  2.852  -2.342
C  5.443  2.925  -1.690
C  6.437  3.322  -2.790
H  0.389  1.626  -0.508
H  -0.474  3.162  -0.351
H  1.102  3.023  0.610
H  1.986  4.330  -1.411
H  1.304  3.118  -2.370
H  2.973  1.499  -1.093
H  3.377  2.897  -0.409
H  3.599  3.904  -2.740
H  4.257  2.059  -2.982
H  5.816  2.058  -1.304
H  5.456  3.738  -0.932
H  6.215  4.318  -2.854
H  6.377  2.705  -3.626
H  7.331  3.124  -2.432

Formula: C24H58P2PdSi4Te
Source: the OMol25 dataset
Level of theory: the ωB97M-V functional and the def2-TZVPD basis

Output
Maximum force, eV Å⁻¹: 4.74
Charge: +2
HOMO-LUMO gap (spin up / spin down), eV: 4.12 / 3.95
Spin multiplicity: 5

Positions of all 90 atoms, in Å:
P  1.571  -1.367  -4.017
P  2.617  -3.456  -2.618
C  2.633  -2.357  -5.134
C  3.152  -3.625  -4.401
H  3.466  -1.704  -5.440
H  2.030  -2.619  -6.009
H  2.719  -4.545  -4.805
H  4.246  -3.689  -4.430
C  3.637  -1.987  -2.224
H  3.243  -1.463  -1.344
H  3.659  -1.262  -3.066
H  4.670  -2.306  -2.011
C  2.867  -4.415  -1.084
H  3.820  -4.963  -1.077
H  2.032  -5.112  -0.946
H  2.861  -3.706  -0.236
C  0.488  -0.272  -4.990
H  -0.558  -0.409  -4.666
H  0.622  -0.515  -6.052
H  0.821  0.759  -4.768
C  0.308  -4.798  -4.379
H  0.978  -5.581  -3.999
H  0.489  -4.574  -5.440
H  -0.754  -4.990  -4.166
Pd  0.579  -3.071  -3.184
C  5.362  1.214  0.812
C  5.348  2.076  -0.219
C  4.681  1.885  -1.564
C  3.157  1.551  -1.597
C  2.404  1.198  -0.340
C  2.497  0.104  0.448
C  3.430  -0.175  1.580
C  4.345  1.035  1.901
C  -1.379  -2.444  -2.749
H  6.250  0.573  0.944
H  6.043  2.934  -0.217
H  5.211  1.094  -2.128
H  4.799  2.833  -2.117
H  2.641  2.441  -1.991
H  2.985  0.750  -2.338
H  1.529  1.833  -0.155
H  1.688  -0.648  0.360
H  4.015  -1.072  1.328
H  2.852  -0.428  2.483
H  3.716  1.936  2.008
H  4.863  0.835  2.851
H  -1.454  -2.404  -1.652
H  -1.962  -3.236  -3.240
H  -1.542  -1.466  -3.208
C  -2.049  4.251  0.525
Si  -3.431  3.056  0.967
C  -4.599  3.835  2.213
C  -4.352  2.541  -0.588
Si  -2.439  1.140  1.902
Te  -1.250  0.032  0.110
Si  -1.419  1.773  3.919
C  -2.730  2.377  5.125
C  -0.532  0.271  4.614
C  -0.186  3.137  3.532
Si  -4.090  -0.473  2.363
C  -5.334  0.214  3.597
C  -4.963  -0.932  0.761
C  -3.225  -1.981  3.081
H  -2.457  4.984  -0.187
H  -1.207  3.740  0.043
H  -1.671  4.794  1.400
H  -5.173  4.603  1.672
H  -5.313  3.127  2.649
H  -4.061  4.334  3.029
H  -3.767  1.838  -1.193
H  -5.323  2.081  -0.362
H  -4.531  3.448  -1.185
H  -3.246  1.537  5.609
H  -2.202  2.948  5.903
H  -3.484  3.033  4.673
H  -0.071  -0.337  3.825
H  0.263  0.638  5.281
H  -1.210  -0.367  5.197
H  0.395  2.920  2.626
H  -0.677  4.112  3.408
H  0.509  3.200  4.383
H  -5.834  1.123  3.241
H  -6.107  -0.556  3.739
H  -4.890  0.425  4.578
H  -4.253  -1.181  -0.036
H  -5.588  -1.817  0.955
H  -5.618  -0.129  0.399
H  -2.361  -2.277  2.475
H  -2.884  -1.816  4.111
H  -3.940  -2.818  3.090

Formula: C24H59ClN4O5Si
Source: the OMol25 dataset
Level of theory: the ωB97M-V functional and the def2-TZVPD basis

Output
Maximum force, eV Å⁻¹: 0.99
SMILES string: CCN(CC[Si@@H](CCCCl)C[C@@H](C)O)C(C)=O.COC[C@@H](C)N.COC[C@@H](C)N.COC[C@@H](C)N
HOMO-LUMO gap, eV: 9.51
Spin multiplicity: 1

Positions of all 94 atoms, in Å:
C  5.474  3.993  4.153
C  5.387  3.428  2.732
N  4.788  4.412  1.814
C  3.357  4.148  1.521
C  2.450  4.038  2.745
Si  0.868  3.108  2.317
C  1.146  1.249  2.266
C  1.486  0.700  0.868
C  2.292  -0.597  0.994
Cl  3.975  -0.153  1.397
C  -0.569  3.576  3.450
C  -1.708  4.265  2.693
C  -3.075  4.176  3.396
O  -1.273  5.616  2.510
C  5.476  4.522  0.585
C  5.131  5.745  -0.232
O  6.285  3.717  0.203
H  4.600  4.606  4.376
H  5.554  3.193  4.892
H  6.342  4.651  4.239
H  6.386  3.195  2.371
H  4.801  2.501  2.724
H  2.994  4.987  0.922
H  3.283  3.249  0.889
H  2.190  5.033  3.120
H  2.936  3.494  3.559
H  0.505  3.513  0.927
H  0.220  0.759  2.591
H  1.943  0.942  2.950
H  2.118  1.381  0.290
H  0.587  0.499  0.277
H  1.861  -1.227  1.772
H  2.302  -1.107  0.030
H  -0.955  2.693  3.968
H  -0.214  4.287  4.204
H  -1.803  3.802  1.700
H  -3.802  3.660  2.765
H  -3.009  3.658  4.353
H  -3.464  5.182  3.578
H  -1.981  6.111  2.074
H  4.518  5.439  -1.084
H  6.054  6.179  -0.612
H  4.566  6.469  0.352
C  -3.993  -2.147  0.390
C  -2.611  -1.692  -0.063
C  -1.455  -2.279  0.757
O  -1.277  -1.687  2.033
C  -2.143  -2.172  3.042
N  -2.582  -0.228  -0.109
H  -4.318  -1.626  1.291
H  -4.726  -1.935  -0.387
H  -4.009  -3.220  0.582
H  -2.467  -2.054  -1.087
H  -0.526  -2.082  0.214
H  -1.552  -3.369  0.850
H  -2.355  -3.236  2.905
H  -3.086  -1.621  3.074
H  -1.638  -2.033  3.997
H  -1.717  0.087  -0.540
H  -2.544  0.119  0.846
C  -7.533  -5.315  -3.405
C  -6.124  -4.897  -3.812
C  -5.017  -5.495  -2.937
O  -4.880  -4.896  -1.662
C  -5.772  -5.359  -0.670
N  -6.063  -3.436  -3.883
H  -7.870  -4.771  -2.522
H  -8.233  -5.091  -4.208
H  -7.585  -6.384  -3.191
H  -5.946  -5.277  -4.823
H  -4.059  -5.328  -3.437
H  -5.147  -6.581  -2.830
H  -5.993  -6.425  -0.785
H  -6.711  -4.798  -0.677
H  -5.296  -5.205  0.298
H  -5.175  -3.146  -4.280
H  -6.059  -3.070  -2.935
C  4.641  -1.034  -4.501
C  3.974  -2.357  -4.142
C  2.445  -2.277  -4.045
O  1.956  -1.650  -2.875
C  1.910  -0.237  -2.912
N  4.597  -2.890  -2.931
H  4.685  -0.363  -3.642
H  5.667  -1.211  -4.822
H  4.111  -0.525  -5.309
H  4.183  -3.065  -4.951
H  2.051  -3.296  -4.012
H  2.026  -1.789  -4.935
H  1.657  0.134  -3.910
H  2.856  0.202  -2.585
H  1.132  0.077  -2.215
H  4.256  -3.828  -2.749
H  4.290  -2.336  -2.136

Formula: C24H59N2O10PS7
Source: the OMol25 dataset
Level of theory: the ωB97M-V functional and the def2-TZVPD basis

Output
Maximum force, eV Å⁻¹: 12.55
HOMO-LUMO gap, eV: 8.38
Spin multiplicity: 1

Positions of all 103 atoms, in Å:
N  1.646  5.596  2.402
C  0.991  4.491  2.109
C  0.257  3.183  1.370
C  -0.793  3.766  0.253
C  -2.323  3.137  0.423
C  -2.905  2.735  -1.056
C  -4.123  1.639  -1.053
O  -5.192  1.890  -0.075
C  1.485  2.270  0.733
C  2.563  2.057  1.994
N  3.357  1.943  3.039
C  2.222  2.994  -0.542
C  3.640  2.313  -1.005
O  3.466  0.982  -1.654
P  0.844  0.479  0.331
O  0.091  0.556  -1.067
H  -0.274  2.522  2.204
H  -0.914  4.935  0.464
H  -0.483  3.597  -0.862
H  -2.338  2.217  1.175
H  -3.031  4.004  0.834
H  -2.030  2.284  -1.722
H  -3.249  3.718  -1.588
H  -4.627  1.700  -2.134
H  -3.742  0.518  -0.939
H  -5.088  2.769  0.395
H  2.454  4.109  -0.243
H  1.532  3.034  -1.489
H  4.469  2.291  -0.157
H  4.090  3.023  -1.853
H  4.236  0.781  -2.268
H  2.049  -0.344  0.185
H  0.036  -0.081  1.396
C  -1.393  -1.563  -4.342
S  -3.048  -1.781  -3.643
O  -3.512  -0.441  -3.156
C  -2.516  -2.731  -2.198
H  -1.476  -0.956  -5.247
H  -0.747  -1.054  -3.623
H  -0.974  -2.538  -4.599
H  -1.801  -2.150  -1.611
H  -2.060  -3.668  -2.525
H  -3.393  -2.951  -1.586
C  -2.911  -0.844  5.596
S  -1.684  -0.741  4.271
O  -1.590  0.696  3.853
C  -2.677  -1.605  3.030
H  -2.517  -0.328  6.475
H  -3.841  -0.364  5.282
H  -3.094  -1.892  5.844
H  -3.621  -1.078  2.874
H  -2.867  -2.628  3.361
H  -2.117  -1.628  2.092
C  5.789  -2.100  -1.745
S  7.016  -1.998  -3.070
O  7.110  -0.561  -3.488
C  6.023  -2.862  -4.312
H  6.183  -1.585  -0.866
H  4.859  -1.621  -2.059
H  5.606  -3.148  -1.497
H  5.079  -2.335  -4.468
H  5.833  -3.885  -3.980
H  6.583  -2.885  -5.250
C  -3.891  7.822  2.552
S  -4.784  6.322  3.027
O  -4.420  5.250  2.044
C  -6.428  6.933  2.581
H  -2.824  7.656  2.712
H  -4.069  8.045  1.497
H  -4.224  8.657  3.173
H  -6.449  7.211  1.524
H  -6.677  7.797  3.201
H  -7.155  6.138  2.760
C  11.246  2.403  -5.501
S  10.353  0.903  -5.026
O  10.718  -0.169  -6.009
C  8.710  1.515  -5.472
H  12.314  2.237  -5.341
H  11.068  2.626  -6.556
H  10.914  3.238  -4.880
H  8.689  1.792  -6.529
H  8.460  2.378  -4.852
H  7.983  0.719  -5.293
C  0.544  -6.544  -2.287
S  -1.110  -6.762  -1.588
O  -1.574  -5.422  -1.100
C  -0.579  -7.713  -0.143
H  0.461  -5.937  -3.191
H  1.190  -6.035  -1.567
H  0.964  -7.519  -2.544
H  0.136  -7.131  0.444
H  -0.122  -8.650  -0.469
H  -1.456  -7.932  0.470
C  -6.711  -4.253  7.256
S  -4.975  -4.602  6.887
O  -4.343  -3.319  6.437
C  -5.295  -5.598  5.411
H  -6.756  -3.603  8.133
H  -7.180  -3.748  6.408
H  -7.234  -5.187  7.472
H  -5.851  -5.010  4.676
H  -5.864  -6.489  5.687
H  -4.337  -5.900  4.981